(1)
Density functional theory data (the ωB97M-V functional and the def2-TZVPD basis) for a molecular structure, C35H44HfN10O4S2.

For the LUMO energy, the calculation gives -5.700 eV. Its net charge is +2. The value obtained for the frontier orbital gap is 5.381 eV. The calculation puts the energy above the lowest of the compared OMol25 structures with the same formula, charge and spin at 2.552 eV. The spin multiplicity is 1.

```
96
C35H44HfN10O4S2, DFT the ωB97M-V functional and the def2-TZVPD basis
Hf -0.39 1.17 0.39
S -3.65 1.45 0.77
S -0.29 4.18 2.45
O 0.47 4.48 3.73
O 4.78 -4.35 0.54
O -1.51 -0.50 -0.16
O -2.22 2.08 0.61
N -0.19 -0.56 2.05
N 2.36 3.22 1.47
N 0.21 2.36 2.20
N 2.42 4.77 -0.09
N -0.77 -0.22 -3.75
N -0.08 -5.95 2.72
N -1.15 -5.36 2.54
N 0.51 -1.17 -2.20
N 0.94 2.86 -0.36
N -0.15 1.03 -1.81
C 1.14 -5.51 2.12
C -4.37 2.61 -1.64
C -0.57 -1.59 -4.23
C -1.98 0.49 -4.12
C 0.44 -0.58 3.21
C -4.51 2.79 1.56
C 1.69 2.25 2.30
C -2.06 -2.83 -0.05
C -0.64 -2.95 2.37
C 1.52 -1.25 -1.18
C 1.83 3.62 0.29
C 3.31 5.28 0.97
C -1.22 -4.13 1.82
C 1.28 -5.17 0.77
C 3.14 4.28 2.11
C -1.49 -1.69 0.44
C 0.49 -2.16 -3.27
C -4.86 0.25 -1.31
C 5.97 -4.42 1.31
C 0.04 -2.90 3.60
C -0.42 2.37 -2.32
C -4.34 1.45 -0.86
C 0.57 -1.71 4.02
C 2.26 -5.53 2.93
C -1.94 -4.04 0.66
C 3.63 -4.74 1.12
C 3.50 -5.13 2.45
C -0.15 -0.05 -2.56
C -5.45 0.20 -2.57
C -4.95 2.54 -2.89
C 2.02 5.77 -1.08
C -0.76 -1.75 1.65
C -5.50 1.35 -3.35
C 2.51 -4.80 0.28
C 0.64 3.29 -1.74
H 1.39 -2.16 -0.59
H 1.48 -0.40 -0.49
H -0.17 1.98 3.06
H -5.97 1.31 -4.32
H 0.13 -3.79 4.21
H 1.09 -1.62 4.97
H -0.23 -1.59 -5.27
H -0.41 2.44 -3.41
H 2.16 -5.88 3.95
H 4.10 3.88 2.45
H -2.61 -2.79 -0.98
H 2.77 6.55 -1.05
H -2.43 0.96 -3.25
H 0.43 -5.24 0.10
H 2.99 6.28 1.26
H 0.24 4.30 -1.76
H -4.81 -0.63 -0.68
H 1.47 -2.22 -3.74
H 2.01 5.37 -2.09
H 1.05 6.21 -0.84
H -1.80 1.24 -4.89
H 2.01 2.46 3.32
H 4.35 -5.14 3.11
H -4.06 2.90 2.54
H 2.65 -4.58 -0.78
H 5.92 -3.75 2.17
H 0.22 -3.14 -2.88
H 6.16 -5.44 1.65
H -2.41 -4.94 0.28
H 0.88 0.35 3.56
H -1.51 -2.14 -4.17
H -1.41 2.71 -2.01
H -5.88 -0.72 -2.93
H -5.56 2.51 1.64
H 1.54 3.25 -2.35
H 4.33 5.33 0.59
H 2.01 1.23 2.03
H -3.95 3.54 -1.27
H 6.77 -4.10 0.65
H -4.99 3.43 -3.51
H -4.39 3.70 0.97
H 2.58 4.69 2.95
H -2.70 -0.23 -4.52
H 2.52 -1.26 -1.62
```



(2)
Density functional theory data (the ωB97M-V functional and the def2-TZVPD basis) for a single C7H11FO2 molecule.

As for the structure (SMILES): C[C@]1(O)CCC(=O)[C@@]1(C)F. For the LUMO energy, the calculation gives 0.723 eV. Its net charge is 0. The value obtained for the frontier orbital gap is 10.135 eV. The calculation puts the energy above the lowest of the compared OMol25 structures with the same formula, charge and spin at 1.426 eV. The spin multiplicity is 1.

```
21
C7H11FO2, DFT the ωB97M-V functional and the def2-TZVPD basis
F -1.51 1.58 0.79
O -2.79 -0.53 -0.83
O 0.65 0.12 2.01
C 1.96 0.66 0.10
C 0.66 0.07 0.61
C -1.10 -1.70 0.36
C -0.84 0.72 -0.06
C 0.44 -1.41 0.33
C -0.70 1.33 -1.44
C -1.73 -0.55 -0.24
H 1.89 1.21 -0.89
H -1.56 1.42 -2.10
H 0.77 -1.98 1.24
H -1.47 -2.64 -0.12
H 2.58 1.24 0.86
H 0.89 -1.72 -0.71
H 2.63 -0.27 -0.11
H 0.82 0.98 2.34
H 0.16 0.96 -2.11
H -1.42 -1.84 1.48
H -0.32 2.34 -1.49
```



(3)
Density functional theory data (the ωB97M-V functional and the def2-TZVPD basis) for a molecular structure, C29H56CuN4O18.

As for the expectation value of S²: 0.753. For the LUMO energy (alpha / beta), the calculation gives 0.082 / -1.657 eV. Its net charge is 0. The value obtained for the frontier orbital gap (alpha / beta) is 6.851 / 5.096 eV. The calculation puts the energy above the lowest of the compared OMol25 structures with the same formula, charge and spin at 1.675 eV. The spin multiplicity is 2.

```
108
C29H56CuN4O18, DFT the ωB97M-V functional and the def2-TZVPD basis
Cu 1.78 -0.21 3.29
O 3.06 1.27 2.33
O -1.69 -5.11 -1.10
O 0.37 -4.23 -0.93
O 0.67 1.62 -4.78
O 1.03 -0.19 1.15
O -0.98 -3.83 -2.67
O -3.71 0.31 6.73
O 4.07 -1.38 -1.45
O 0.30 -0.92 4.76
O -3.70 2.61 5.14
O -0.14 -0.03 -0.65
O 4.19 3.44 -3.57
O -2.86 -0.98 -0.70
O 1.20 -2.34 2.78
O -0.15 3.03 -6.15
O 0.48 1.39 3.52
O 2.01 0.20 -0.74
O -0.67 3.24 -3.99
N -1.34 3.13 0.06
N -3.44 2.60 0.14
N 3.72 -1.23 3.23
N 0.96 0.01 -0.08
C -0.67 -4.39 -1.51
C 0.80 0.99 -3.51
C -5.30 1.03 -0.28
C -0.10 -2.81 -3.13
C -2.87 -6.24 0.68
C -0.56 1.21 4.23
C -1.53 -5.87 0.09
C -2.74 0.61 6.01
C 3.44 -2.67 3.39
C -0.07 -2.91 2.49
C -2.26 2.41 0.72
C -0.09 2.67 -4.89
C -3.26 3.46 -0.93
C 4.23 0.65 1.81
C 4.06 -0.86 1.84
C 3.50 -2.58 -1.98
C -4.67 2.04 0.70
C -0.65 -0.11 4.98
C -1.73 -0.35 5.86
C -2.72 1.86 5.14
C -0.74 4.28 -6.50
C 2.31 -3.19 2.51
C 0.07 3.20 0.47
C 3.09 2.66 2.06
C 3.98 2.31 -2.74
C -3.11 -1.74 0.46
C -2.21 4.04 -6.87
C -1.65 2.07 4.25
C -1.94 3.73 -1.01
H -5.48 1.51 -1.24
H 0.19 2.34 1.12
H 2.55 -3.24 1.45
H -3.41 -5.29 0.78
H 0.67 3.10 -0.44
H -2.71 -6.68 1.65
H 2.00 -4.14 2.95
H 4.34 -3.25 3.19
H -3.43 -6.93 0.06
H -1.57 -1.25 6.43
H 0.33 4.16 0.92
H -0.08 -3.35 1.50
H -4.13 -2.11 0.39
H -2.98 -1.20 1.41
H -0.81 -2.11 2.57
H 4.91 1.80 -2.48
H 0.89 -3.30 -3.18
H 1.58 0.24 -3.51
H 5.02 -1.31 1.57
H -4.09 3.60 -1.61
H -2.74 5.00 -6.87
H 3.81 3.15 2.73
H -4.70 0.13 -0.41
H -5.38 2.83 0.94
H -0.16 4.70 -7.31
H -2.50 -2.65 0.51
H -1.33 4.25 -1.73
H 2.70 -2.35 -2.69
H -0.93 -5.40 0.87
H 5.13 1.02 2.32
H -6.25 0.76 0.18
H 4.56 -1.05 3.77
H 4.28 -3.15 -2.48
H 3.45 2.55 -1.81
H 4.65 4.13 -3.10
H 3.05 -2.84 4.39
H -0.29 -2.51 -4.15
H -2.29 3.67 -7.89
H 0.97 1.72 -2.72
H 4.41 0.89 0.75
H 0.09 -2.01 -2.42
H 2.17 3.17 2.31
H 3.53 2.92 1.09
H 3.09 -3.13 -1.13
H -1.96 -0.62 -0.67
H -4.39 1.55 1.63
H -1.66 2.89 3.55
H 3.30 -0.82 -1.21
H 3.39 1.60 -3.31
H -0.15 0.50 -3.28
H -0.72 4.96 -5.64
H -2.09 1.91 1.67
H -2.76 3.37 -6.22
H 3.40 -1.18 1.04
H -0.98 -6.79 -0.16
H -0.25 -3.69 3.23
```



no.,M (g mol⁻¹)
1,911.427
2,146.161
3,812.323